Record 1
{
  "formula": "CH5O3Si",
  "method": "ωB97M-V/def2-TZVPD",
  "species": ["C", "O", "O", "O", "Si", "H", "H", "H", "H", "H"],
  "xyz": [[-1.6106, -1.0165, 0.2840], [0.9965, -0.5045, -0.3571], [2.1763, 1.3540, -0.1418], [2.2188, 0.0000, -0.1767], [-0.3564, 0.2892, -0.0258], [-1.6629, -2.0661, -0.0317], [-1.9670, -1.0217, 1.3041], [-2.5329, -0.6527, -0.2574], [-0.6657, 1.5510, -0.7610], [3.4038, 2.0674, 0.1635]],
  "forces_ev_per_angstrom": [[-2.3, 0.8, -0.7], [-0.8, 0.4, 0.6], [1.7, 5.4, 0.7], [4.6, -2.5, 0.0], [-1.3, -1.0, -1.4], [1.4, 0.2, 0.0], [0.1, 0.1, 0.6], [0.7, 0.2, 0.4], [0.2, -0.2, 0.8], [-4.3, -3.6, -1.0]],
  "total_charge": 1,
  "max_force_ev_per_a": 5.7,
  "energy_ha": -555.72052,
  "relative_energy_kj_mol": 505.8
}

=====

Record 2
{
  "formula": "C9H14",
  "method": "ωB97M-V/def2-TZVPD",
  "species": ["C", "C", "C", "C", "C", "C", "C", "H", "H", "H", "H", "H", "H", "H", "H", "C", "C", "H", "H", "H", "H", "H", "H"],
  "xyz": [[1.8708, 2.4260, 0.0691], [1.0034, 1.4764, 0.8650], [0.8745, 0.1591, 0.4684], [0.0944, -0.7166, 1.2673], [-0.4501, -0.2803, 2.4726], [-0.2871, 1.0659, 2.7864], [0.3897, 1.9874, 2.0128], [2.8876, 2.0318, 0.0547], [1.8579, 3.4627, 0.4069], [1.4981, 2.4325, -0.9596], [1.3432, -0.2403, -0.4282], [-0.1534, -1.6812, 0.8652], [-0.9716, -0.9334, 3.1478], [-0.6977, 1.3231, 3.7565], [0.5535, 2.9698, 2.4429], [-1.0357, -1.3619, -1.9425], [-1.4164, -2.4904, -2.8710], [-0.5446, -0.5057, -2.3846], [-1.8991, -0.9232, -1.4144], [-0.3719, -1.7486, -1.1645], [-2.4423, -2.8458, -2.8242], [-0.8515, -3.4236, -2.7224], [-1.2517, -2.1837, -3.9043]],
  "forces_ev_per_angstrom": [[-0.2, -0.5, -0.7], [0.8, 1.8, -0.1], [-1.1, -0.9, 1.1], [0.2, 0.8, -0.5], [0.7, 0.6, -1.2], [-0.6, -0.4, 1.4], [0.1, -1.6, 0.4], [0.1, 0.3, -0.1], [0.0, -0.2, 0.3], [0.2, 0.1, -0.1], [-0.1, 0.3, 0.1], [0.3, -0.5, 0.2], [-0.2, -0.2, 0.0], [0.0, 0.5, 0.0], [0.0, 0.1, -0.6], [-0.4, 0.0, 1.4], [0.1, -0.7, -1.0], [0.2, -0.1, -0.5], [0.2, -0.3, -0.1], [-0.1, 0.2, -0.1], [-0.3, 0.4, 0.2], [0.2, 0.5, 0.1], [0.0, -0.2, -0.1]],
  "total_charge": 0,
  "max_force_ev_per_a": 1.9,
  "energy_ha": -351.30860,
  "relative_energy_kj_mol": 56.7,
  "smiles": "Cc1ccccc1.CC"
}

=====

Record 3
{
  "formula": "C32H32BrNO3S3SbTeTi",
  "method": "ωB97M-V/def2-TZVPD",
  "species": ["Ti", "S", "C", "N", "C", "C", "S", "H", "H", "H", "H", "H", "Te", "Br", "C", "C", "C", "C", "C", "C", "C", "O", "O", "H", "H", "H", "H", "S", "Sb", "C", "C", "C", "C", "C", "C", "C", "C", "C", "C", "C", "C", "C", "C", "C", "C", "C", "C", "H", "H", "H", "H", "H", "H", "H", "H", "H", "H", "H", "H", "H", "H", "H", "C", "C", "C", "O", "C", "H", "H", "H", "H", "H", "H", "H", "H"],
  "xyz": [[-1.2885, -1.2106, -0.2251], [-1.5082, -1.0747, 2.3109], [-2.5616, 0.1694, 2.7878], [-2.2836, 0.8756, 3.8599], [-3.3014, 1.7961, 4.3561], [-4.1817, 2.1052, 3.1536], [-4.0558, 0.6453, 2.0697], [-1.4078, 0.7220, 4.3465], [-2.8249, 2.6923, 4.7434], [-3.8689, 1.3217, 5.1575], [-3.8275, 2.9711, 2.5982], [-5.2204, 2.2555, 3.4321], [-0.9981, 1.3113, -0.5251], [-4.1408, -4.5968, -2.7102], [-4.9248, -2.8831, -2.8349], [-5.9474, -2.7454, -3.7593], [-6.6032, -1.5332, -3.8986], [-6.2523, -0.4485, -3.1081], [-5.2409, -0.5867, -2.1785], [-4.5554, -1.7982, -2.0289], [-3.4590, -1.8085, -1.0277], [-2.5304, -2.6745, -1.0009], [-3.3229, -0.8274, -0.2271], [-6.2298, -3.5953, -4.3661], [-7.3985, -1.4415, -4.6293], [-6.7659, 0.4974, -3.2156], [-4.9484, 0.2426, -1.5499], [0.8417, -1.9030, 0.5237], [1.6801, 0.3178, 0.7052], [3.5570, -0.3039, 1.5491], [3.9025, -1.6163, 1.8531], [5.1524, -1.9024, 2.3972], [6.0589, -0.8797, 2.6412], [5.7197, 0.4358, 2.3420], [4.4748, 0.7205, 1.7982], [1.1711, 1.4687, 2.4255], [1.4865, 0.9009, 3.6563], [1.2572, 1.6182, 4.8270], [0.7404, 2.9097, 4.7607], [0.4354, 3.4744, 3.5275], [0.6367, 2.7480, 2.3584], [2.5918, 1.1566, -1.0169], [2.2413, 2.3926, -1.5441], [2.8939, 2.8634, -2.6758], [3.8694, 2.0878, -3.2903], [4.2131, 0.8493, -2.7622], [3.5858, 0.3866, -1.6123], [3.2050, -2.4239, 1.6722], [5.4139, -2.9284, 2.6301], [7.0302, -1.1054, 3.0643], [6.4248, 1.2379, 2.5304], [4.2252, 1.7536, 1.5647], [1.9304, -0.0859, 3.7082], [1.5079, 1.1780, 5.7849], [0.5913, 3.4794, 5.6707], [0.0538, 4.4879, 3.4708], [0.3859, 3.1915, 1.4031], [1.4573, 2.9857, -1.0904], [2.6348, 3.8345, -3.0803], [4.3674, 2.4528, -4.1797], [4.9781, 0.2469, -3.2363], [3.8787, -0.5636, -1.1823], [1.0308, -2.8517, -3.3608], [0.8148, -1.5646, -4.1604], [0.1155, -0.6596, -3.1601], [-0.5485, -1.5588, -2.2160], [-0.2578, -2.9476, -2.5823], [1.8708, -2.7408, -2.6728], [1.1996, -3.7282, -3.9847], [0.1802, -1.7541, -5.0266], [1.7445, -1.1161, -4.5071], [-0.6434, -0.0179, -3.5934], [0.8172, -0.0508, -2.6024], [-1.0836, -3.3220, -3.1820], [-0.1864, -3.5352, -1.6754]],
  "forces_ev_per_angstrom": [[0.3, 1.1, -0.2], [0.0, -0.1, -0.1], [-0.2, -0.2, -0.2], [0.2, 0.2, 0.3], [0.0, 0.0, 0.0], [0.0, -0.1, 0.0], [-0.1, 0.0, -0.1], [0.0, 0.0, 0.0], [0.0, 0.0, 0.1], [0.0, -0.1, 0.0], [0.0, 0.0, 0.0], [0.0, 0.0, 0.0], [-0.1, -0.5, 0.1], [0.1, 0.0, 0.0], [0.1, 0.1, 0.1], [0.0, 0.0, -0.1], [-0.1, 0.0, -0.1], [0.0, 0.0, 0.0], [0.1, -0.1, 0.0], [0.0, -0.1, 0.2], [-0.4, 0.1, -0.2], [0.1, 0.0, 0.2], [-0.2, -0.2, -0.2], [0.0, 0.0, 0.0], [0.1, 0.0, 0.0], [0.0, 0.0, 0.0], [0.0, 0.0, 0.0], [0.2, -0.1, -0.1], [0.2, -0.3, 0.2], [0.1, 0.1, 0.0], [0.0, 0.1, 0.0], [0.0, 0.0, 0.0], [-0.1, 0.0, 0.0], [0.0, 0.0, 0.0], [0.0, -0.1, 0.0], [0.0, 0.0, 0.0], [0.0, 0.1, 0.1], [0.0, 0.0, -0.1], [0.0, -0.1, 0.0], [0.0, 0.0, 0.0], [0.0, 0.0, 0.0], [-0.1, 0.0, 0.0], [0.0, 0.0, 0.0], [0.0, 0.0, 0.0], [0.0, 0.0, 0.0], [0.0, 0.0, 0.0], [0.0, 0.1, 0.0], [0.0, 0.0, 0.0], [0.0, 0.1, 0.0], [0.0, 0.0, 0.0], [0.0, -0.1, 0.0], [0.0, -0.1, 0.0], [0.0, 0.0, 0.0], [0.0, 0.0, 0.0], [0.0, 0.0, 0.0], [0.0, -0.1, 0.0], [0.0, 0.0, 0.0], [0.0, 0.0, 0.0], [0.0, 0.0, 0.0], [0.0, 0.0, 0.0], [0.0, 0.0, 0.0], [0.0, 0.0, 0.0], [0.0, 0.1, -0.1], [0.0, -0.1, 0.0], [0.1, -0.2, 0.0], [-0.1, -0.1, 0.1], [0.1, 0.2, -0.1], [0.0, 0.0, 0.0], [0.0, 0.0, 0.0], [0.0, 0.0, 0.0], [0.0, 0.0, 0.0], [-0.1, 0.1, 0.0], [0.1, 0.1, 0.1], [-0.1, 0.0, 0.0], [0.0, 0.0, 0.2]],
  "total_charge": 1,
  "max_force_ev_per_a": 1.2,
  "energy_ha": -6645.28091,
  "relative_energy_kj_mol": 85.3
}